Entry 1:
Here is the ion C4H9N2 with charge +1 from the OMol25 dataset. Energies are from ωB97M-V with the def2-TZVPD basis set.

The energy above the lowest of the compared OMol25 structures with the same formula, charge and spin is 2.6702 eV. As for the charge: +1. The spin multiplicity is 3. The gap between HOMO and LUMO (alpha / beta) comes out at 7.4 / 8.1 eV.

```
15
Properties=species:S:1:pos:R:3:forces:R:3
C 0.6203 0.5989 0.9119 1.444 -2.396 4.616
C 0.0098 -1.9994 1.3064 4.227 -1.237 -2.568
C -0.5134 -1.6500 -0.0452 -0.823 0.278 -1.978
C 0.0800 1.6805 -1.3344 -0.587 0.334 1.835
N 0.3084 -0.7172 0.6621 -1.521 -1.970 0.182
N 0.4379 1.5888 0.0762 0.254 5.362 -1.914
H 1.1033 0.7878 1.8784 -0.329 -0.104 -0.722
H -0.6519 -2.1716 2.0615 -1.975 0.608 2.242
H 0.9199 -2.7294 1.4555 -1.556 1.646 -0.662
H -0.0377 -1.9088 -1.0362 -0.418 -0.355 1.217
H -1.6417 -1.4947 -0.1893 1.605 0.168 0.499
H -0.7605 2.4007 -1.4591 0.592 -0.217 0.222
H 0.9773 2.1199 -1.8361 -0.779 -1.266 -0.467
H -0.3931 0.7045 -1.3830 0.584 -0.265 -2.047
H 0.8782 2.4411 0.4742 -0.717 -0.586 -0.454
```
Forces are in eV/Å.

Entry 2:
Here is a structure of composition C6H14NO from the OMol25 dataset. Energies are from ωB97M-V with the def2-TZVPD basis set.

The energy above the lowest of the compared OMol25 structures with the same formula, charge and spin is 6.3362 eV. As for the charge: 0. The spin multiplicity is 2. The gap between HOMO and LUMO (alpha / beta) comes out at 3.2 / 3.6 eV.

```
22
Properties=species:S:1:pos:R:3:forces:R:3
C -1.5565 0.1215 -0.3627 -1.587 -1.175 0.505
C -1.8673 -1.3875 -0.2479 0.441 -0.481 0.605
C -0.2934 0.4396 0.4642 -1.036 0.486 -2.455
N -0.5829 0.4986 1.9458 2.208 -0.536 -0.510
C 1.7085 -0.3774 2.5538 0.442 -1.644 -0.882
C 0.7330 0.6487 2.1795 -0.866 1.052 1.439
C 0.7546 0.7923 -2.9783 0.595 0.322 -0.486
O -0.0807 -0.2573 -2.8628 -0.393 0.555 0.509
H -2.4595 0.6196 0.0141 0.454 0.491 -0.075
H -1.4146 0.2950 -1.4411 0.770 0.360 0.156
H -2.4503 -1.6788 0.6329 -0.029 0.400 0.085
H -2.3953 -1.8212 -1.0969 0.157 0.352 -0.181
H -0.9208 -1.9317 -0.1276 -0.163 -0.096 -0.384
H 0.3705 -0.3663 0.1283 0.413 -0.021 0.467
H 0.1838 1.3714 0.0785 -0.337 -0.245 0.390
H 1.6698 0.4673 -3.5171 0.229 0.251 0.122
H 1.7371 -0.5871 3.6180 -0.482 0.094 0.382
H 1.4916 -1.3155 2.0242 -0.400 0.050 0.397
H 2.7551 -0.2262 2.2984 -0.068 0.949 -0.184
H 1.0364 1.7030 2.2468 0.144 -0.109 -0.209
H 1.1402 1.2594 -2.0223 -0.062 -0.328 0.251
H 0.4408 1.7327 -3.5277 -0.429 -0.726 0.057
```
Forces are in eV/Å.

Entry 3:
Here is a structure of composition C14H13N2O2PdS2SbSe4 from the OMol25 dataset. Energies are from ωB97M-V with the def2-TZVPD basis set.

The energy above the lowest of the compared OMol25 structures with the same formula, charge and spin is 0.0000 eV. As for the charge: -2. The spin multiplicity is 3. The gap between HOMO and LUMO (alpha / beta) comes out at 6.5 / 5.7 eV.

```
39
Properties=species:S:1:pos:R:3:forces:R:3
Pd -0.7111 -1.5721 -2.3854 0.060 -0.304 -0.534
O 1.7553 -0.4602 -3.8071 0.009 -0.050 0.096
C 0.8334 -0.8451 -3.2539 0.043 0.084 -0.131
C 3.0760 1.7557 4.6754 0.044 -0.041 0.013
C 2.6955 1.3774 6.0827 -0.111 0.132 0.035
O 3.2034 1.8814 7.0583 0.011 -0.061 -0.055
S 1.4350 0.1443 6.3639 0.018 -0.001 -0.035
C 0.9781 -0.4248 4.7482 0.032 0.018 0.016
C 1.6496 -1.5053 4.1848 0.018 -0.059 0.023
C 1.3300 -1.9429 2.9129 0.064 -0.020 -0.077
C 0.3386 -1.3027 2.1557 -0.138 -0.033 -0.028
C -0.3559 -0.2404 2.7547 -0.036 0.001 0.046
C -0.0424 0.1928 4.0289 -0.017 0.007 -0.022
C 0.0390 -1.6830 0.8146 0.177 -0.034 -0.098
C -0.1539 -1.8780 -0.3808 -0.172 0.069 0.232
H 3.4066 2.7917 4.6893 0.036 0.016 0.009
H 2.2774 1.6280 3.9496 -0.033 -0.009 0.024
H 3.9164 1.1261 4.3718 -0.045 -0.009 -0.026
H 2.4324 -1.9966 4.7508 0.003 -0.004 -0.006
H 1.8599 -2.7789 2.4742 0.010 0.016 -0.004
H -1.1468 0.2531 2.2055 0.027 0.050 -0.051
H -0.5809 1.0340 4.4463 0.012 0.032 0.021
Se -2.1080 3.3858 2.3227 0.100 -0.068 -0.154
Sb -1.1750 3.1094 0.0396 -0.181 0.096 0.228
Se -1.4139 0.8978 -1.0723 -0.112 0.188 0.076
Se -2.1506 4.3394 -1.7947 0.044 0.061 0.009
Se 0.9374 3.6405 1.1460 0.055 0.014 0.012
S -2.8707 -2.3912 -2.8722 -0.187 -0.095 0.050
C -2.0849 -1.5215 -4.1118 0.228 -0.066 0.249
N -1.5737 -2.1492 -5.2984 0.065 0.001 0.052
C -1.5234 -1.1625 -6.3711 -0.048 -0.009 -0.013
C -1.6010 0.1556 -5.6025 0.069 0.088 -0.029
N -2.4792 -0.2168 -4.5128 -0.036 -0.020 0.030
H -2.0572 -3.0065 -5.5123 -0.015 0.007 0.040
H -2.3795 -1.2478 -7.0526 0.005 0.000 -0.014
H -0.6019 -1.2479 -6.9530 -0.005 0.020 -0.002
H -2.0248 0.9659 -6.1959 0.016 0.008 0.000
H -0.6011 0.4551 -5.2547 -0.052 -0.026 -0.002
H -2.5280 0.4397 -3.7442 0.040 0.001 0.019
```
Forces are in eV/Å.

Entry 4:
Here is a cluster of 2 separate species, C5H10O2S in total from the OMol25 dataset. Energies are from ωB97M-V with the def2-TZVPD basis set.

The energy above the lowest of the compared OMol25 structures with the same formula, charge and spin is 6.6158 eV. As for the charge: 0. The gap between HOMO and LUMO (alpha / beta) comes out at 8.6 / 8.5 eV.

```
18
Properties=species:S:1:pos:R:3:forces:R:3
C 2.8379 1.9559 -0.4918 1.483 -0.998 -2.383
C -1.0890 -1.0907 -0.7098 -1.430 0.422 -1.388
C -0.6774 -0.3580 -1.9888 -1.769 -1.146 -2.308
C -0.1379 -0.5840 0.3256 1.208 0.515 0.827
C -0.4487 0.8128 0.8606 0.664 -1.529 0.222
O 1.8211 -1.8842 -0.7336 0.630 0.786 -0.404
O 0.6170 0.0722 -1.8815 2.992 1.430 0.523
S 1.4887 -0.4566 -0.6057 -1.693 -1.757 0.635
H 2.1519 2.0369 -1.3532 -0.114 0.275 0.361
H 2.3305 2.0686 0.4031 -1.530 0.449 2.004
H -2.1080 -0.7053 -0.4138 0.768 -0.977 -0.342
H -1.0665 -2.1883 -1.0196 -0.045 1.347 1.439
H -0.5982 -1.1200 -2.8253 -0.974 1.016 0.587
H -1.2984 0.5405 -2.2852 0.497 -1.134 0.326
H -0.1813 -1.2855 1.1272 1.062 -0.644 0.669
H -0.3714 1.4190 0.0096 -0.979 1.586 -0.955
H 0.2363 1.2327 1.5811 0.686 -0.385 0.212
H -1.3469 0.6789 1.4058 -1.456 0.743 -0.024
```
Forces are in eV/Å.

Entry 5:
Here is an isolated molecule of C19H18N2O4S from the OMol25 dataset. Energies are from ωB97M-V with the def2-TZVPD basis set.

The energy above the lowest of the compared OMol25 structures with the same formula, charge and spin is 1.2664 eV. As for the charge: 0. As for the SMILES: O=C(O)CCCC(=O)Nc1ccc(OCc2nc3ccccc3s2)cc1. The gap between HOMO and LUMO comes out at 8.5 eV.

```
44
Properties=species:S:1:pos:R:3:forces:R:3
O 3.5555 -5.0102 -1.0862 -0.030 0.097 -0.149
C 3.5969 -5.7495 -0.1373 -0.154 -0.015 -0.255
O 4.7495 -6.1194 0.4297 0.536 -0.288 0.458
H 5.5039 -5.7058 -0.0198 -0.312 0.081 -0.123
C 2.4063 -6.3450 0.5680 0.038 0.096 0.136
C 1.6350 -5.2577 1.3289 -0.052 0.072 -0.202
H 2.3126 -4.7172 1.9918 -0.054 -0.044 0.072
H 0.8782 -5.7316 1.9552 0.079 0.030 0.047
C 0.9591 -4.2660 0.3876 0.143 -0.060 0.414
C 0.2933 -3.1361 1.1613 0.085 -0.246 -0.593
O 0.2666 -3.0842 2.3699 -0.011 0.031 0.351
N -0.2636 -2.2112 0.3287 0.018 0.001 -0.375
C -0.9678 -1.0430 0.6472 -0.193 0.308 0.089
C -1.2076 -0.6330 1.9568 0.068 -0.100 0.047
C -1.9089 0.5285 2.1965 -0.196 0.323 -0.283
C -2.3899 1.3098 1.1470 0.136 -0.373 0.089
C -2.1540 0.9007 -0.1591 -0.192 0.190 0.097
C -1.4477 -0.2639 -0.3996 0.077 -0.163 0.190
H -1.2673 -0.5684 -1.4216 0.016 -0.025 -0.105
H -2.5044 1.4752 -1.0023 -0.025 0.073 -0.066
O -3.0905 2.4276 1.5120 0.078 0.007 0.086
C -3.5348 3.3015 0.5146 -0.356 -0.076 0.126
C -2.4277 3.9651 -0.2371 -0.169 0.474 -0.625
N -1.1964 3.9322 0.0763 -0.059 -0.555 0.914
C -0.4149 4.6368 -0.7931 -0.064 0.600 -0.892
C 0.9658 4.7829 -0.7152 -0.069 -0.015 0.002
C 1.6081 5.5342 -1.6768 0.087 -0.034 0.067
C 0.8976 6.1390 -2.7115 -0.064 0.065 -0.115
C -0.4740 6.0053 -2.8099 0.028 0.065 -0.076
C -1.1247 5.2523 -1.8483 0.012 -0.207 0.316
S -2.8215 4.8964 -1.6979 0.312 -0.203 0.310
H -1.0267 6.4718 -3.6102 -0.007 0.073 -0.108
H 1.4261 6.7221 -3.4503 0.047 0.048 -0.064
H 2.6795 5.6577 -1.6294 0.090 0.008 0.008
H 1.5008 4.3088 0.0915 0.079 -0.054 0.097
H -4.2104 2.8000 -0.1961 0.080 0.042 0.105
H -4.1145 4.0676 1.0439 0.057 -0.131 -0.149
H -2.0988 0.8564 3.2056 -0.012 0.033 0.141
H -0.8404 -1.2274 2.7760 0.001 -0.004 0.026
H -0.1557 -2.3730 -0.6634 0.054 -0.078 0.219
H 1.6965 -3.8445 -0.2992 -0.117 -0.008 -0.052
H 0.1988 -4.7764 -0.2098 0.009 0.027 -0.079
H 2.7605 -7.1066 1.2614 -0.083 -0.028 -0.064
H 1.7515 -6.8019 -0.1759 0.088 -0.040 -0.032
```
Forces are in eV/Å.

Entry 6:
Here is a cluster of 8 separate species, C22H43Cl3O9 in total from the OMol25 dataset. Energies are from ωB97M-V with the def2-TZVPD basis set.

As for the charge: 0. As for the SMILES: COC(=O)OC.ClC(Cl)Cl.CC(C)=O.CC(C)=O.CC(C)=O.CC(C)=O.CC(C)=O.CC(C)=O. The gap between HOMO and LUMO comes out at 9.6 eV.

```
77
Properties=species:S:1:pos:R:3:forces:R:3
C 6.1721 -4.4987 2.4553 -0.851 -0.160 0.188
Cl 4.8587 -5.7335 2.4935 0.616 0.376 0.014
Cl 5.8126 -3.2712 3.7295 0.286 -0.331 -0.911
Cl 6.2820 -3.8597 0.7833 0.135 -0.038 1.055
H 7.1016 -4.9817 2.7565 -0.196 0.157 -0.349
C -6.2270 3.6078 -0.9078 0.018 0.005 -0.044
O -6.6155 2.6149 -1.8873 -0.409 0.663 -0.516
C -6.5120 1.3139 -1.6001 1.344 0.166 2.590
O -6.1596 0.9053 -0.4956 -0.526 0.069 -1.733
O -6.7802 0.5992 -2.6744 -0.020 1.725 -0.853
C -6.3883 -0.7338 -2.7881 -0.591 -1.439 0.685
H -6.9217 3.6885 -0.0718 0.238 -0.768 0.215
H -6.2820 4.6124 -1.3271 -0.098 -0.372 -0.859
H -5.1818 3.4624 -0.6348 -0.249 -0.277 0.406
H -7.1504 -1.3020 -2.2548 0.223 -0.469 0.027
H -5.4123 -0.9684 -2.3631 0.014 0.340 0.020
H -6.4298 -1.0279 -3.8369 0.076 0.353 0.058
C -2.5804 4.2464 -5.4798 0.695 -0.123 0.326
C -2.9775 5.4809 -6.2481 -0.759 -1.096 0.044
O -4.1617 5.6556 -6.4756 1.067 0.537 -0.154
C -1.8686 6.4179 -6.6757 -0.685 1.030 0.052
H -1.5273 4.0062 -5.6255 0.004 -0.145 -0.181
H -3.2062 3.3745 -5.6703 -0.066 0.256 -0.168
H -2.6563 4.4754 -4.4168 -0.158 0.097 0.154
H -1.4341 6.1802 -7.6468 -0.162 -0.310 0.002
H -1.0495 6.5416 -5.9673 -0.105 -0.403 0.156
H -2.3611 7.3864 -6.7631 0.171 0.154 -0.228
C 0.0855 -1.7529 0.9629 0.103 0.828 -0.998
C 0.0706 -0.8311 -0.2521 1.010 -1.750 -1.546
O 0.5906 -1.1755 -1.3260 -0.825 0.742 2.128
C -0.6640 0.4402 -0.1514 -1.142 0.795 -0.102
H -0.9262 -1.7924 1.3666 -0.040 -0.426 -0.060
H 0.6789 -1.2617 1.7340 0.269 -0.230 0.063
H 0.5038 -2.6908 0.5973 -0.154 -0.083 0.601
H -1.1457 0.6685 0.7994 0.822 0.073 0.433
H -1.5723 0.3251 -0.7429 0.127 -0.006 -0.673
H -0.0733 1.2563 -0.5674 -0.177 0.052 0.149
C -1.7770 -4.9240 6.6928 0.482 -0.257 0.096
C -2.3383 -5.3671 8.0357 -0.364 -3.689 0.964
O -2.2099 -6.5536 8.4893 -0.213 4.503 -1.718
C -3.2153 -4.3493 8.7165 -0.533 0.430 -0.039
H -1.3628 -3.9159 6.7084 0.032 0.051 0.336
H -2.5610 -4.8751 5.9371 -0.271 -0.211 0.133
H -1.0031 -5.6014 6.3317 -0.115 -0.074 0.142
H -3.7483 -4.7032 9.5989 0.621 -0.071 0.162
H -4.0163 -3.9847 8.0735 -0.122 -0.492 -0.645
H -2.7124 -3.3915 8.8502 0.493 -0.192 0.576
C 1.8133 0.6298 7.9503 -1.042 -0.561 0.289
C 1.2317 -0.0978 9.1759 2.774 -1.639 1.641
O 1.7338 -1.1911 9.5051 -1.551 2.162 -1.041
C 0.3074 0.6384 10.1163 -1.012 -0.328 -0.835
H 2.0540 -0.1691 7.2489 0.301 0.313 -0.108
H 2.6911 1.2087 8.2376 0.108 -0.253 0.101
H 1.1113 1.3335 7.5030 -0.085 -0.070 -0.019
H 0.8096 1.3774 10.7406 0.174 0.042 -0.290
H -0.2738 -0.0211 10.7608 0.415 -0.245 0.018
H -0.4255 1.1100 9.4618 -0.088 0.580 0.239
C 4.0022 4.4431 -4.4149 -0.594 -0.738 0.134
C 4.9264 4.9865 -5.4191 0.804 0.399 0.108
O 4.9302 4.5744 -6.5490 0.083 -0.244 -0.636
C 5.8181 6.1567 -5.0466 0.008 -0.556 -0.413
H 3.3411 3.7612 -4.9498 -0.470 0.381 0.111
H 3.5224 5.3098 -3.9603 -0.353 -0.396 0.372
H 4.4746 3.7892 -3.6818 0.334 0.474 0.291
H 5.1794 7.0213 -4.8658 0.137 0.204 -0.248
H 6.4461 6.2258 -5.9348 0.132 0.725 0.264
H 6.4237 6.0205 -4.1506 -0.086 -0.248 0.017
C 3.8401 -4.0980 -6.1186 0.008 -0.814 0.477
C 4.1771 -5.4029 -5.3672 2.188 -2.421 -1.052
O 5.1538 -6.1042 -5.7496 -2.951 2.168 1.297
C 3.2811 -5.8840 -4.1650 1.018 0.631 -1.175
H 3.6647 -3.2792 -5.4208 -0.051 0.022 -0.053
H 2.9316 -4.2701 -6.6957 -0.246 0.022 0.156
H 4.6083 -3.8435 -6.8489 0.169 -0.131 0.338
H 3.5237 -6.8926 -3.8305 0.296 0.125 -0.305
H 2.2231 -5.8607 -4.4259 0.021 0.360 0.104
H 3.5326 -5.1849 -3.3674 -0.455 0.044 0.222
```
Forces are in eV/Å.

E across the listed records, respectively: -7260.7896 -9978.3349 -314878.4407 -20271.0761 -42001.8879 -79503.4020 eV.